Density functional theory data (wB97M-V/def2-TZVPD) for a 2-piece molecular cluster, CH4FPS2 overall.

Atoms and positions in Å:
C (-1.2844, 0.1315, 0.1465)
F (-3.5383, 1.4722, -0.1250)
P (-1.9392, 1.8779, -0.1100)
S (2.6146, 0.0819, 0.5873)
S (3.9110, 1.0284, -0.5688)
H (-0.1607, 0.0659, 0.0206)
H (-1.6226, 0.0609, 1.2466)
H (-1.9212, -0.5914, -0.5162)
H (4.9405, 0.1465, -0.3884)

Atomic forces in eV per Å
C -1.39 0.23 0.34
F 0.88 0.18 0.07
P -0.32 -0.86 -0.37
S 0.00 0.24 -0.14
S 0.22 -0.76 0.41
H -1.48 -0.02 0.18
H 0.83 -0.70 -1.48
H 1.44 1.17 1.26
H -0.18 0.52 -0.26

**Kohn-Sham gap (alpha / beta)**: 8.874 / 5.829 eV
**Relative energy (zero: lowest compared OMol25 entry of this formula, charge and spin)**: 3.385 eV
**Charge**: 0

Density functional theory data (wB97M-V/def2-TZVPD) for C2F3NO6S2Tm as an isolated structure.

Atoms and positions in Å:
N (0.0276, 0.6109, -0.8013)
S (0.0030, 0.8112, 0.9142)
O (1.0304, -0.2898, 1.3816)
O (0.5456, 2.2068, 1.0271)
S (-0.7225, -0.6187, -1.3892)
O (-0.8747, -1.7854, -0.4634)
O (-0.2702, -0.9445, -2.7461)
C (-2.5143, -0.1503, -1.6586)
F (-2.5930, 0.8781, -2.4938)
F (-3.1841, -1.1731, -2.1773)
F (-3.0820, 0.1916, -0.5082)
Tm (0.4195, -2.7155, 1.5572)
O (4.5116, 0.7108, 1.6534)
C (3.6102, 0.9131, 2.3745)
O (3.0929, 1.3548, 3.3299)

Atomic forces in eV per Å
N -0.73 -1.15 -0.10
S 0.40 0.92 -0.05
O -0.34 -0.31 0.01
O -0.12 -1.95 0.12
S 1.51 0.50 -0.62
O 0.20 -0.04 0.14
O -0.78 0.15 1.53
C 1.17 -0.20 0.16
F -0.14 0.23 -0.19
F -0.43 -0.33 -0.20
F -0.32 0.11 0.33
Tm -0.19 2.09 -1.09
O -1.47 -0.89 -0.67
C 2.14 2.01 1.84
O -0.91 -1.14 -1.21

**Kohn-Sham gap (alpha / beta)**: 5.658 / 6.144 eV
**Charge**: -1
**Multiplicity**: 3

Density functional theory data (wB97M-V/def2-TZVPD) for C5H10N2O2 in the gas phase.

Atoms and positions in Å:
C (-1.3917, -1.6012, 0.2967)
C (-0.4003, -0.3864, 0.2944)
N (-0.4955, 0.2628, 1.7538)
O (-1.3242, 1.1013, 1.9920)
O (0.3112, -0.1456, 2.5038)
C (-0.6100, 0.7328, -0.7264)
C (0.7466, 1.3794, -0.8820)
C (1.7329, 0.3148, -0.6264)
N (0.9135, -0.7453, -0.0105)
H (-0.9123, -2.4388, 0.9861)
H (-1.2681, -1.8754, -0.8349)
H (-2.5405, -1.4399, 0.4447)
H (-1.4828, 1.4123, -0.5011)
H (-0.8362, 0.2105, -1.6933)
H (0.8486, 1.9659, -1.8930)
H (0.7745, 2.1282, -0.0703)
H (1.9224, -0.0733, -1.6078)
H (2.6858, 0.6415, -0.0866)
H (1.3262, -1.4436, 0.6607)

Atomic forces in eV per Å
C 0.56 -0.84 -1.47
C -1.03 0.84 0.00
N -0.77 0.19 -2.38
O -0.82 0.53 0.08
O 1.95 -0.98 2.42
C -2.11 -0.49 -1.33
C -1.05 3.59 -0.16
C 0.77 -1.05 0.02
N 1.00 -2.12 2.06
H -1.36 1.64 -1.48
H -0.38 -0.24 2.16
H 2.43 0.06 0.22
H 1.16 -0.66 -0.15
H -0.13 0.31 0.74
H -0.04 -1.25 1.93
H 0.31 0.07 -0.39
H 1.25 -0.32 -0.51
H -1.41 -0.62 -0.59
H -0.33 1.35 -1.18

**Kohn-Sham gap**: 10.055 eV
**Relative energy (zero: lowest compared OMol25 entry of this formula, charge and spin)**: 4.641 eV
**Charge**: 0

Density functional theory data (wB97M-V/def2-TZVPD) for a 2-piece molecular cluster, C3H10O3 overall.

Atoms and positions in Å:
O (1.8180, 2.9191, -0.9454)
C (1.2104, 1.7051, -0.8059)
C (0.1143, 1.4516, 0.2446)
C (-0.1891, 0.0747, 0.6881)
O (-0.7204, 0.0520, 2.0022)
H (1.7314, 3.3134, -1.7744)
H (0.7944, 1.1774, -1.7723)
H (1.9566, 1.0227, -0.5993)
H (0.5894, 1.7900, 1.1056)
H (-0.7500, 2.0231, -0.1615)
H (-0.9464, -0.4703, 0.1351)
H (0.7430, -0.5336, 0.6626)
H (-0.4778, -0.4611, 2.7522)
O (-2.0008, -5.1596, -0.9879)
H (-1.9716, -4.2443, -1.2295)
H (-1.2571, -5.4968, -0.4301)

Atomic forces in eV per Å
O 0.13 0.78 2.33
C -2.26 -3.87 -2.63
C -0.22 2.07 -1.78
C 0.69 -2.95 0.31
O -1.63 2.22 -0.10
H -0.55 0.71 -1.97
H 0.66 1.67 0.93
H 2.00 -1.57 0.84
H 0.04 1.78 1.87
H 0.19 -0.23 1.25
H 0.07 0.11 -0.77
H -0.34 0.26 -0.16
H 1.22 -0.97 -0.10
O 0.14 -1.88 0.61
H 0.73 0.61 0.29
H -0.87 1.28 -0.90

**Kohn-Sham gap**: 10.831 eV
**Relative energy (zero: lowest compared OMol25 entry of this formula, charge and spin)**: 2.039 eV
**Charge**: 0

Density functional theory data (wB97M-V/def2-TZVPD) for C51H49FeN7O5S2 as an isolated structure.

Atoms and positions in Å:
Fe (-0.5478, 0.2257, 0.2027)
C (2.8009, 3.7929, 4.4872)
C (1.7961, 2.6913, 4.7787)
C (1.5790, 2.4534, 6.2604)
O (0.5467, 3.0015, 4.1969)
C (0.4000, 2.2618, 2.9900)
C (1.2633, 1.0197, 3.2409)
O (2.2471, 1.4966, 4.1583)
C (1.9590, 0.4075, 1.9999)
O (0.9546, -0.1339, 1.1950)
C (2.8743, -0.7620, 2.3905)
C (2.9455, -1.3080, 3.6637)
C (3.7618, -2.4070, 3.9163)
C (4.5192, -2.9667, 2.9019)
C (4.4540, -2.4227, 1.6229)
C (3.6381, -1.3340, 1.3721)
C (2.8078, 1.4881, 1.3183)
C (2.3285, 2.2211, 0.2419)
C (3.0842, 3.2390, -0.3240)
C (4.3417, 3.5394, 0.1783)
C (4.8347, 2.8097, 1.2515)
C (4.0737, 1.7956, 1.8142)
C (-1.0973, 2.0249, 2.6913)
O (-1.1815, 1.5175, 1.4049)
C (-1.6783, 1.0944, 3.7584)
C (-1.9062, -0.2460, 3.4932)
C (-2.3873, -1.0995, 4.4794)
C (-2.6412, -0.6178, 5.7534)
C (-2.4079, 0.7244, 6.0331)
C (-1.9322, 1.5727, 5.0452)
C (-1.8785, 3.3469, 2.6519)
C (-3.2654, 3.3177, 2.7684)
C (-4.0207, 4.4690, 2.6040)
C (-3.4001, 5.6775, 2.3213)
C (-2.0192, 5.7172, 2.1967)
C (-1.2676, 4.5610, 2.3557)
H (2.4765, 4.7259, 4.9503)
H (2.8843, 3.9333, 3.4089)
H (3.7830, 3.5214, 4.8769)
H (1.1449, 3.3415, 6.7220)
H (2.5275, 2.2262, 6.7486)
H (0.8935, 1.6162, 6.3914)
H (0.8085, 2.8272, 2.1476)
H (0.6697, 0.2264, 3.7037)
H (2.3764, -0.8776, 4.4757)
H (3.8020, -2.8228, 4.9159)
H (5.1550, -3.8209, 3.1015)
H (5.0394, -2.8548, 0.8194)
H (3.5687, -0.9113, 0.3752)
H (1.3627, 1.9938, -0.1834)
H (2.6815, 3.7948, -1.1627)
H (4.9340, 4.3316, -0.2638)
H (5.8158, 3.0302, 1.6552)
H (4.4661, 1.2355, 2.6531)
H (-1.6879, -0.6620, 2.5216)
H (-2.5503, -2.1403, 4.2265)
H (-3.0163, -1.2788, 6.5256)
H (-2.6014, 1.1140, 7.0259)
H (-1.7605, 2.6174, 5.2689)
H (-3.7606, 2.3770, 2.9764)
H (-5.0993, 4.4190, 2.6942)
H (-3.9873, 6.5788, 2.1943)
H (-1.5206, 6.6521, 1.9709)
H (-0.1923, 4.6188, 2.2530)
S (-1.8138, -2.8038, 0.9367)
C (-3.0237, -1.6765, 0.5295)
C (-4.4096, -1.9760, 0.6088)
C (-5.3456, -1.0132, 0.3481)
C (-4.9306, 0.2807, 0.0037)
C (-3.5817, 0.5176, -0.0689)
N (-2.6515, -0.4290, 0.1568)
H (-4.6897, -2.9770, 0.9061)
H (-6.4009, -1.2501, 0.4229)
H (-5.6331, 1.0770, -0.1960)
H (-3.1941, 1.4960, -0.3202)
S (-0.8053, 1.6696, -1.6772)
C (-1.2267, 0.4087, -2.7990)
N (-1.8937, 0.6660, -3.8640)
N (-2.2618, -0.3857, -4.6818)
C (-3.0909, -1.4589, -4.3235)
C (-3.6193, -1.6532, -3.0470)
C (-4.4117, -2.7611, -2.7858)
C (-4.7127, -3.6804, -3.7805)
C (-4.2141, -3.4692, -5.0596)
C (-3.4133, -2.3732, -5.3311)
N (-0.7278, -0.9262, -2.6452)
N (-0.3127, -1.2491, -1.5312)
C (0.2847, -2.5680, -1.5412)
C (1.1902, -2.8738, -0.5407)
C (1.8221, -4.1075, -0.5591)
C (1.5310, -5.0279, -1.5594)
C (0.6049, -4.7132, -2.5444)
C (-0.0230, -3.4772, -2.5432)
H (-2.4635, -0.0358, -5.6027)
H (-3.4234, -0.9550, -2.2458)
H (-4.7834, -2.8983, -1.7778)
H (-5.3211, -4.5479, -3.5618)
H (-4.4366, -4.1707, -5.8548)
H (-3.0064, -2.2295, -6.3261)
H (1.3785, -2.1540, 0.2408)
H (2.5255, -4.3517, 0.2265)
H (2.0126, -5.9986, -1.5611)
H (0.3589, -5.4361, -3.3123)
H (-0.7582, -3.2231, -3.2939)
C (2.8784, 0.5633, -5.0793)
N (2.6653, 0.7256, -3.6601)
C (2.6456, -0.3016, -2.7577)
N (3.1146, -1.5143, -3.2113)
O (2.1819, -0.1592, -1.6408)
H (2.5373, 1.4614, -5.5895)
H (2.3174, -0.2856, -5.4783)
H (3.9375, 0.4314, -5.3228)
H (2.1649, 1.5334, -3.3252)
H (3.8030, -1.5476, -3.9423)
H (3.1687, -2.2260, -2.4988)

Atomic forces in eV per Å
Fe -0.75 -0.02 0.69
C 0.00 0.03 0.00
C 0.01 0.00 -0.04
C 0.01 0.01 0.03
O -0.02 -0.03 0.03
C 0.02 0.01 -0.03
C 0.03 0.04 -0.04
O -0.01 -0.02 0.06
C -0.20 -0.05 0.08
O 0.56 -0.03 -0.25
C -0.02 -0.01 -0.03
C -0.03 -0.05 0.01
C 0.00 0.01 0.00
C 0.00 0.01 -0.02
C 0.00 -0.04 0.00
C -0.04 0.03 -0.01
C 0.01 0.02 -0.05
C -0.01 -0.02 -0.03
C 0.01 0.01 0.02
C -0.01 0.00 -0.01
C 0.00 0.00 0.00
C 0.02 0.00 0.02
C 0.19 0.05 -0.02
O -0.21 -0.06 -0.10
C -0.03 0.05 0.03
C 0.02 -0.06 0.03
C 0.01 0.02 -0.03
C 0.00 0.00 0.01
C 0.00 -0.01 0.01
C -0.04 -0.01 -0.01
C 0.06 0.07 -0.03
C -0.04 -0.01 -0.06
C 0.00 -0.02 0.01
C 0.02 0.02 -0.01
C -0.03 0.00 0.00
C 0.01 -0.02 0.06
H 0.00 0.00 0.00
H 0.00 0.00 0.00
H 0.00 -0.01 0.00
H 0.00 0.01 -0.01
H 0.00 -0.01 -0.01
H -0.01 0.00 0.00
H 0.01 0.00 0.01
H -0.01 0.01 0.00
H 0.00 -0.01 0.00
H 0.00 0.00 0.00
H 0.00 0.00 0.00
H 0.00 0.00 0.00
H 0.00 -0.02 -0.02
H 0.03 -0.01 0.00
H 0.00 0.00 0.00
H 0.00 0.00 0.00
H 0.00 0.00 0.00
H 0.00 0.00 -0.01
H 0.00 0.02 -0.02
H 0.00 0.00 0.02
H 0.00 0.00 0.00
H 0.00 0.00 0.00
H 0.00 0.00 0.00
H 0.01 -0.01 0.00
H 0.00 0.00 0.00
H 0.00 0.00 0.00
H 0.00 0.00 0.00
H -0.01 0.00 0.00
S 0.04 0.06 -0.01
C 0.05 -0.06 0.04
C 0.02 0.02 0.05
C 0.01 0.02 0.05
C -0.01 -0.01 -0.01
C -0.01 0.00 0.00
N 0.00 0.15 0.01
H 0.00 -0.01 -0.01
H -0.01 0.01 -0.01
H -0.01 -0.01 0.00
H 0.02 0.01 0.01
S 0.16 0.02 -0.08
C 0.07 -0.29 -0.15
N -0.33 0.31 0.17
N 0.33 -0.26 -0.18
C -0.06 0.05 0.11
C 0.10 0.01 -0.01
C 0.00 -0.08 -0.02
C 0.00 0.03 -0.01
C 0.01 0.02 -0.02
C 0.02 -0.06 0.02
N -0.17 0.22 -0.06
N 0.10 -0.33 -0.20
C -0.07 0.20 -0.03
C 0.01 -0.09 0.04
C -0.01 0.04 0.00
C 0.03 -0.02 0.00
C -0.03 0.02 -0.02
C 0.01 -0.09 0.04
H -0.08 0.09 0.04
H 0.08 0.02 -0.04
H 0.01 -0.01 -0.10
H 0.00 0.00 0.00
H -0.01 0.00 0.00
H 0.01 0.01 0.00
H 0.01 0.09 0.03
H 0.03 0.00 0.01
H 0.00 0.01 0.01
H 0.00 0.00 0.00
H 0.00 0.01 0.00
C -0.03 0.00 -0.03
N 0.07 0.03 0.02
C -0.21 -0.01 -0.08
N 0.06 0.02 0.03
O 0.29 -0.04 0.13
H 0.01 0.00 0.00
H -0.01 0.00 0.00
H 0.00 -0.01 0.01
H -0.04 -0.02 -0.02
H -0.02 -0.01 -0.02
H -0.01 0.00 -0.02

**Kohn-Sham gap (alpha / beta)**: 6.397 / 6.240 eV
**Relative energy (zero: lowest compared OMol25 entry of this formula, charge and spin)**: 1.163 eV
**Charge**: -1
**Multiplicity**: 6

Density functional theory data (wB97M-V/def2-TZVPD) for a 7-piece molecular cluster, C27H41FN3O22P2S overall.

Atoms and positions in Å:
N (5.0661, 0.4078, 0.0345)
C (3.9623, 1.4362, -0.2770)
C (3.4706, 2.3021, 1.0097)
O (4.3855, 1.9549, 2.1474)
C (1.8881, 2.2430, 1.3826)
N (1.0851, 1.1334, 0.7576)
C (0.4424, 1.4305, -0.4513)
C (-0.3525, 0.0953, -0.9741)
C (0.6706, -1.0208, -0.2636)
C (-0.0898, -2.4674, -0.3805)
O (-1.4022, -2.5444, -0.0381)
N (0.5320, -3.7547, -0.8973)
C (1.9658, -3.9288, -0.4476)
O (3.0378, -3.2951, -0.9338)
F (2.1978, -4.9024, 0.6782)
C (0.8054, -0.3051, 1.2401)
P (-0.9042, -0.0787, 2.1415)
O (-0.8005, 0.8021, 3.4569)
P (2.1602, -1.1502, 2.3355)
S (1.6955, -1.2445, 4.2265)
H (5.3860, 0.1138, -0.9375)
H (4.5275, -0.4459, 0.3690)
H (4.4712, 2.1858, -1.0550)
H (3.1391, 0.8535, -0.8634)
H (3.7228, 3.4447, 0.7723)
H (3.8753, 1.9307, 3.0103)
H (1.7585, 2.1811, 2.5529)
H (1.3872, 3.2721, 1.0566)
H (0.5753, 2.5054, -0.9439)
H (-0.0451, -0.0239, -2.1007)
H (-1.4992, -0.0229, -0.7745)
H (1.7941, -0.9700, -0.6297)
H (0.4664, -3.7781, -1.9507)
H (-1.8946, 0.5784, 1.2973)
H (-1.4455, -1.4229, 2.3875)
H (2.4324, -2.5329, 1.9202)
H (3.4431, -0.4746, 2.2592)
C (-5.2896, -3.0932, -0.6473)
C (-5.7639, -3.1911, 0.7664)
O (-4.8099, -2.4305, 1.4830)
C (-4.2540, -1.5539, 0.5964)
O (-3.5167, -0.6336, 0.9081)
O (-4.6316, -1.8408, -0.6837)
H (-6.1136, -3.1193, -1.3657)
H (-4.5700, -3.8782, -0.9023)
H (-6.7527, -2.7421, 0.9077)
H (-5.7873, -4.2231, 1.1269)
C (1.1680, -1.2576, -5.0885)
C (2.5347, -1.5277, -5.6290)
O (3.3738, -0.7520, -4.7945)
C (2.7023, -0.5643, -3.6209)
O (3.1960, -0.0843, -2.6141)
O (1.4073, -0.9844, -3.7207)
H (0.4987, -2.1149, -5.2013)
H (0.7024, -0.3795, -5.5482)
H (2.8202, -2.5809, -5.5369)
H (2.6369, -1.2218, -6.6739)
C (-4.4833, 2.7890, 2.5647)
C (-3.2466, 3.6232, 2.4770)
O (-3.1688, 3.9461, 1.1015)
C (-4.4340, 3.8475, 0.5985)
O (-4.7632, 4.2195, -0.5155)
O (-5.2824, 3.2795, 1.5046)
H (-4.9968, 2.9051, 3.5231)
H (-4.2836, 1.7259, 2.3942)
H (-3.3260, 4.5505, 3.0541)
H (-2.3542, 3.0795, 2.7989)
C (-8.8337, -7.8801, 1.2865)
C (-9.2259, -6.4691, 1.5834)
O (-7.9989, -5.7681, 1.5105)
C (-7.1665, -6.5062, 0.7193)
O (-6.0870, -6.1182, 0.3047)
O (-7.7001, -7.7339, 0.4519)
H (-9.6248, -8.4328, 0.7724)
H (-8.5413, -8.4312, 2.1864)
H (-9.9123, -6.0596, 0.8348)
H (-9.6756, -6.3619, 2.5743)
C (3.2889, 4.3158, -4.9828)
C (3.7986, 2.9127, -5.0487)
O (2.6375, 2.1579, -5.3392)
C (1.7520, 3.0067, -5.9385)
O (0.7140, 2.6540, -6.4732)
O (2.1801, 4.3007, -5.8622)
H (4.0341, 5.0455, -5.3112)
H (2.9415, 4.5880, -3.9807)
H (4.5249, 2.7691, -5.8557)
H (4.2465, 2.5879, -4.1056)
C (6.9864, 5.1144, 5.0588)
C (6.6027, 3.6702, 5.0501)
O (5.3496, 3.6704, 4.3930)
C (5.3055, 4.7966, 3.6227)
O (4.4424, 5.0302, 2.7931)
O (6.3532, 5.6262, 3.9012)
H (8.0690, 5.2580, 5.0041)
H (6.6008, 5.6444, 5.9361)
H (7.3033, 3.0550, 4.4757)
H (6.5119, 3.2577, 6.0587)

Atomic forces in eV per Å
N -1.91 -0.56 -1.25
C 0.64 0.21 -1.20
C 1.56 0.79 0.12
O -2.70 -0.16 -0.33
C 0.32 1.41 1.54
N -1.95 1.55 -4.44
C 0.78 -2.00 3.09
C 3.22 0.16 -1.38
C -0.85 0.50 1.00
C -6.37 -0.52 2.11
O 8.72 0.71 -2.45
N 1.96 1.46 1.17
C 5.80 2.28 -1.49
O -7.60 -4.51 3.46
F -1.39 3.35 -3.82
C -0.26 -0.20 -2.04
P -0.93 1.84 4.97
O 0.13 -2.33 -4.12
P 0.38 -0.41 2.23
S -0.15 0.15 -0.67
H -0.45 0.39 1.60
H 1.17 1.18 -0.44
H -1.32 -1.52 1.73
H 1.12 1.71 1.34
H -0.85 -2.44 0.62
H 0.82 0.41 -1.49
H 0.12 -0.01 -2.31
H 1.01 -2.41 0.65
H -0.45 -2.58 1.22
H -1.19 0.54 1.91
H 2.31 0.33 -0.16
H -2.56 -0.40 -0.05
H 0.33 0.02 1.46
H 1.45 -0.73 0.03
H 0.80 1.09 -0.53
H -0.44 1.37 -0.73
H -0.93 -0.17 -0.97
C -0.41 -1.02 -0.78
C -1.00 -0.96 0.43
O 1.14 1.46 -0.69
C 0.33 0.47 0.32
O -1.33 -1.36 -0.61
O 0.72 0.93 1.23
H 0.24 0.17 0.07
H -0.08 0.07 0.07
H 0.10 0.04 -0.02
H 0.15 0.48 -0.03
C -1.16 -0.13 -1.01
C 0.17 -0.63 -1.10
O -0.48 0.41 1.65
C 1.14 0.60 0.71
O -1.11 -1.03 -1.99
O 1.04 0.34 0.82
H 0.09 0.16 0.20
H 0.09 -0.06 0.07
H 0.01 0.11 0.01
H 0.11 0.05 0.27
C -0.28 -0.74 0.89
C 0.82 0.15 0.98
O -0.64 -0.12 -0.68
C -0.98 0.77 -2.36
O 0.83 -0.88 2.51
O 0.49 0.57 -0.83
H -0.05 0.00 -0.27
H 0.00 0.06 0.00
H -0.02 -0.08 -0.07
H -0.05 0.09 -0.13
C -0.68 -0.98 0.30
C -1.18 0.30 0.41
O 1.02 -0.33 -0.58
C 1.61 0.27 -0.73
O -2.17 -0.90 0.74
O 0.75 1.16 -0.02
H 0.28 0.05 -0.02
H -0.01 0.06 -0.09
H 0.09 -0.04 0.06
H 0.20 0.13 -0.16
C 0.53 0.90 0.43
C 1.21 -0.34 0.33
O -0.88 0.27 -0.28
C -2.19 -0.32 -1.24
O 2.33 0.60 1.29
O -0.49 -1.06 -0.24
H -0.27 -0.06 -0.03
H 0.02 -0.01 -0.07
H -0.09 0.02 0.08
H -0.17 -0.13 -0.18
C 0.81 0.50 0.73
C 0.62 -0.89 0.62
O -0.41 0.87 -0.60
C -1.40 0.47 -1.50
O 1.68 -0.51 1.69
O -0.97 -0.60 -0.54
H -0.24 0.10 -0.13
H 0.02 -0.05 -0.09
H -0.09 0.07 0.03
H -0.15 0.01 -0.24

**Kohn-Sham gap**: 6.555 eV
**Charge**: +1